A) 11
Properties=species:S:1:pos:R:3 method="wB97M-V/def2-TZVPD" smiles="O=C1CNC(=O)C1=O" gap_ha=0.310 e_homo_ev=-9.8 multiplicity=1 charge=0
C -1.17653 -0.48996 0.01358
C -0.69478 1.02310 -0.01243
C 1.30466 -0.48443 -0.08451
C 0.09736 -1.31057 0.13244
H -1.13267 1.55201 -0.87128
H -0.94111 1.46995 1.03414
H 1.32514 1.65826 0.17328
N 0.78802 0.76401 0.07951
O -2.22052 -0.95237 -0.30535
O 2.50233 -0.73693 -0.29332
O 0.14811 -2.49307 0.13395

---

B) 11
Properties=species:S:1:pos:R:3 method="wB97M-V/def2-TZVPD" smiles="O=c1cnocc1O" gap_ha=0.342 e_homo_ev=-9.7 multiplicity=1 charge=0
C 0.31821 0.08646 0.72976
C 0.24933 1.37973 0.51624
C -0.65782 -0.50028 -1.35383
C -0.19097 -0.97630 -0.05666
H 0.27959 -1.18804 2.28413
H 0.35869 2.36881 1.04996
H -0.87144 -1.19788 -2.25106
N -0.55890 0.80959 -1.63585
O 0.91070 -0.32065 1.89720
O -0.02696 1.77490 -0.78328
O -0.15462 -2.15270 0.30545

---

C) 11
Properties=species:S:1:pos:R:3 method="wB97M-V/def2-TZVPD" smiles="O=C1ON=C[C@H]2O[C@H]12" gap_ha=0.397 e_homo_ev=-10.7 multiplicity=1 charge=0
C 0.46283 1.28862 0.18566
C 0.24546 -1.43583 -0.36055
C -0.72916 -0.35384 -0.59216
C -0.70141 0.65695 0.50958
H 0.08309 -2.60180 -0.33344
H -0.22703 0.19552 -1.38478
H -0.69007 0.25698 1.53617
N 1.31205 -1.17091 0.25218
O 0.71268 2.43195 -0.18569
O 1.45441 0.29447 0.51523
O -1.92285 0.43790 -0.14222

---

Which of them is the most stable, and which is the least stable? A) and C), in that order.

---

A) 13
Properties=species:S:1:pos:R:3 method="wB97M-V/def2-TZVPD" smiles="C=C(C#N)N1CC1" gap_ha="0.296 / 0.296" e_homo_ev="-8.2 / -8.2" multiplicity=1 charge=0
C -2.23815 0.09551 0.00967
C -0.58861 -1.90222 0.00349
C -0.89388 -0.28934 0.03551
C 1.50209 0.31451 0.18381
C 0.93172 1.55955 -0.30467
N -3.27742 0.56120 -0.14859
N 0.09451 0.52710 0.36252
H 0.48728 -2.04853 0.20260
H -1.35412 -2.61207 0.13813
H 1.71978 -0.49087 -0.50531
H 1.81929 0.07524 1.21090
H 1.05270 2.48503 0.12248
H 0.74482 1.72488 -1.31053

---

B) 13
Properties=species:S:1:pos:R:3 method="wB97M-V/def2-TZVPD" gap_ha=0.307 e_homo_ev=-10.1 multiplicity=1 charge=0
C -2.50729 -0.39255 1.25886
C -1.31524 -0.21246 1.10430
C 1.30826 0.78940 1.42824
C 0.75763 0.38522 -1.01933
C 0.95336 -0.10285 0.41606
N 1.49931 1.36854 2.38513
N -0.23922 -0.26347 -1.82358
H -3.32198 -0.65186 1.86254
H 0.57097 1.55225 -0.85462
H 1.68858 0.49301 -1.44387
H 1.25636 -1.23198 0.50429
H -0.89165 -0.88222 -1.32278
H 0.24090 -0.85102 -2.49523

---

Which of them is the most stable, and which is the least stable? A) and B), in that order.